# 1
DFT (ωB97M-V/def2-TZVPD) results for a molecular structure, C15H37IrN2O3SSi.

Computed properties:
Largest force on an atom, hartree/bohr: 0.008
Kohn-Sham gap (alpha / beta), eV: 7.45 / 7.45
Total energy, eV: -46820.601
HOMO level (alpha / beta), eV: -15.8 / -15.8
Relative energy (zero: lowest compared OMol25 entry of this formula, charge and spin), kcal per mole: 0.0
2S+1: 1
Charge: +2

Last column: Löwdin charge in e.
Geometry (Å):
Ir 1.37474 -0.90158 -1.52045  1.006
S 0.52680 1.08804 -1.90730  0.500
Si -0.12044 1.02784 0.20189  -0.040
O -1.68267 1.05615 0.47853  -0.116
O 0.70592 2.06608 1.06636  -0.141
O 0.54948 -0.53758 0.35330  -0.387
N 0.11032 -2.43517 -1.84663  -0.072
N 2.17102 -1.10304 -3.41968  -0.130
C -3.89889 0.45647 1.07902  -0.005
C 1.71484 3.93455 2.13704  -0.013
C 0.77323 -3.67603 -2.35834  -0.178
C 2.57834 -2.50203 -3.75770  -0.194
C 1.41274 -2.60285 1.22787  -0.026
C 0.18275 -0.98643 2.70739  0.009
C 1.18207 -1.14664 1.58048  -0.582
C -2.94016 0.58762 -0.09010  -0.609
C -2.70970 -0.75814 -0.76435  -0.031
C -0.38106 4.22248 0.78776  -0.013
C -0.45403 2.99314 2.98483  -0.013
C 2.49551 -0.43705 1.85057  -0.006
C 0.37475 3.33548 1.76081  -0.590
C 1.39660 -3.45912 -3.72884  -0.163
C -3.40690 1.63174 -1.08852  -0.008
H -1.33693 3.77570 0.50863  0.078
H 0.63238 -3.15460 -4.45166  0.133
H 2.11182 -2.69672 0.38248  0.072
H 2.98250 -0.89570 2.71098  0.114
H 1.88555 -3.11517 2.06489  0.117
H -1.39254 2.51448 2.70156  0.084
H 0.01935 -4.46299 -2.40268  0.143
H 1.75873 -4.42982 -4.07095  0.140
H -0.58649 5.18641 1.25255  0.107
H -0.75937 -1.48449 2.47474  0.101
H -2.30298 -1.47386 -0.04413  0.086
H 1.50452 -0.77411 -4.11874  0.110
H 2.33759 0.61809 2.05921  0.083
H -3.53106 2.59584 -0.59644  0.098
H 3.17372 -0.52689 0.99782  0.087
H -4.36716 1.34181 -1.51467  0.105
H 3.04075 -2.50883 -4.74449  0.138
H -4.01469 1.41664 1.58042  0.100
H 0.47894 -3.12405 1.00613  0.093
H -2.68892 1.74462 -1.90381  0.081
H -0.41557 -2.63107 -0.99352  0.098
H 2.31520 4.12591 1.24794  0.096
H -0.01429 0.06746 2.90919  0.079
H 2.98182 -0.49407 -3.53083  0.118
H -3.53042 -0.27166 1.80287  0.093
H 1.56157 4.87896 2.65855  0.105
H 3.33853 -2.80652 -3.03502  0.131
H 0.58905 -1.42623 3.61795  0.116
H 0.10382 2.33733 3.65510  0.091
H -0.69129 3.90404 3.53408  0.107
H 1.52460 -3.98105 -1.62706  0.123
H -3.65175 -1.15205 -1.14379  0.108
H 0.21444 4.40429 -0.10861  0.099
H -0.58494 -2.12395 -2.52590  0.117
H -4.87831 0.13299 0.72770  0.104
H -2.02942 -0.63096 -1.61354  0.054
H 2.26596 3.26625 2.79915  0.091

Cartesian forces (eV/Å) of the 3 atoms listed first:
-0.2 0.4 0.0
0.0 -0.1 0.2
-0.1 0.3 0.0

# 2
DFT (ωB97M-V/def2-TZVPD) results for 15 unconnected molecules or ions with the total composition C6H40O15.

Computed properties:
Largest force on an atom, hartree/bohr: 0.056
Kohn-Sham gap, eV: 9.03
Total energy, eV: -37581.887
HOMO level, eV: -9.1
Relative energy (zero: lowest compared OMol25 entry of this formula, charge and spin), kcal per mole: 88.3
2S+1: 1
Charge: 0

Last column: Löwdin charge in e.
Geometry (Å):
O 2.39203 -0.03964 0.66380  -0.093
O -3.94386 0.74111 0.01394  -0.047
O -3.19520 1.88311 2.40522  -0.080
O 4.52294 -1.09965 2.31826  -0.064
O 0.02157 2.39802 1.74552  -0.048
O -1.92945 -0.91940 -1.02988  -0.131
O 2.36770 2.50092 -0.21871  -0.058
O -1.38542 -3.31438 2.44728  -0.068
O -2.84706 0.91565 -2.84542  -0.057
O 1.53476 -0.54465 3.23913  -0.043
O -0.22331 1.44390 4.76153  -0.038
O 1.81398 0.39368 -4.45710  -0.070
O -0.51574 1.43034 -0.64468  -0.042
O -3.19433 3.72163 -2.32453  -0.079
O 1.48474 3.16742 -3.34567  -0.060
C -2.20349 -2.26901 -0.56568  -0.196
C -0.87466 -2.94159 -0.44810  -0.078
C 2.03345 -3.20692 -1.43628  -0.255
C 1.43069 -3.45997 -0.04555  -0.212
C 2.85002 -1.92263 -1.55605  -0.096
C 0.21606 -2.61296 0.26679  -0.122
H 2.49042 0.59232 -0.07457  0.033
H -3.75759 3.05462 -1.89477  0.014
H 1.20429 -1.24661 3.82477  0.064
H 0.47313 -1.80669 0.92616  0.092
H -2.81417 -2.69928 -1.36772  0.123
H -1.61660 -0.40508 -0.27340  0.059
H 0.93762 0.20112 3.36033  -0.003
H 2.31178 -1.04706 -1.93070  0.062
H 1.53741 1.22392 -4.85690  0.015
H -3.20766 0.29954 -3.48163  0.052
H 1.74193 4.06554 -3.05670  0.062
H -1.07147 1.66310 5.15485  0.058
H -2.08500 0.48559 -2.41738  0.024
H -0.24786 1.27341 0.27971  0.008
H 1.33054 -3.36078 -2.33339  0.126
H 0.70189 2.89127 -2.83601  0.034
H 3.73167 -2.09524 -2.15366  0.071
H 0.47090 1.96201 5.18693  0.065
H 1.74823 0.45408 1.19838  0.013
H 3.79964 -0.51006 2.13309  -0.029
H 4.32797 -1.81360 1.70429  0.017
H -3.45828 1.68368 1.48219  -0.007
H 2.17930 -2.95416 0.58472  0.087
H -4.13858 0.90534 -0.91329  0.035
H 0.26766 1.93562 -0.90666  0.021
H 3.20372 2.84700 0.11310  0.071
H -3.94592 -0.22795 0.06026  0.054
H 1.42363 -4.54789 0.23362  0.127
H -0.86944 2.36991 1.36240  0.046
H -2.57880 3.13831 -2.79558  0.008
H 2.58556 -4.08333 -1.76868  0.089
H -2.76963 -2.15245 0.32099  0.092
H -0.80812 -3.75923 -1.18774  0.122
H -1.36368 -3.76256 3.29685  0.033
H 1.86834 2.78970 0.57997  0.049
H -0.22040 1.98664 2.58848  0.026
H -0.55095 -3.62671 2.01046  0.035
H 3.23119 -1.55440 -0.60512  0.038
H -4.05829 2.11134 2.77768  0.040
H 2.03443 0.75611 -3.58461  0.008

Cartesian forces (eV/Å) of the 3 atoms listed first:
-0.6 0.8 -0.1
-0.5 -0.4 0.2
-0.5 0.1 -0.4

# 3
DFT (ωB97M-V/def2-TZVPD) results for 5 unconnected molecules or ions with the total composition C28H43O13P.

Computed properties:
Largest force on an atom, hartree/bohr: 0.015
Kohn-Sham gap, eV: 8.14
Total energy, eV: -65639.843
SMILES: COCCCP(C)Cc1ccccc1.C[C@@H]1COC(=O)O1.C[C@@H]1COC(=O)O1.C[C@@H]1COC(=O)O1.C[C@@H]1COC(=O)O1
HOMO level, eV: -7.5
2S+1: 1
Charge: 0

Last column: Löwdin charge in e.
Geometry (Å):
P 0.87826 2.50451 -0.93547  0.974
O -3.36415 -0.00671 -2.34606  0.157
O 8.91978 0.27585 2.35847  0.161
O -1.20112 3.51309 -3.11000  -0.217
O 6.87933 -0.54695 1.87034  0.080
O -3.92283 -2.33042 6.10244  0.083
O -5.37714 -0.21135 -1.36175  0.067
O -4.57377 -1.61342 4.06514  0.162
O -3.04651 -0.46977 5.25926  0.043
O -5.23511 0.71389 -3.37733  0.076
O 5.22798 -0.66250 -2.16173  0.151
O 7.24575 1.63937 1.71429  0.062
O 4.07099 -2.58957 -2.08751  0.071
O 5.46579 -2.21800 -3.77597  0.071
C 1.36057 2.41095 -2.71609  -0.357
C 5.57785 0.06021 1.70192  -0.300
C 1.34266 0.84379 -0.23052  -0.303
C -6.65471 0.37522 -1.62917  -0.092
C -1.97264 -0.88921 0.44720  -0.074
C 4.94985 -1.71768 -2.63140  -0.561
C -0.05182 0.54935 1.85177  -0.060
C 0.13451 0.29959 0.49798  -0.321
C 0.26103 1.62645 -3.46762  -0.227
C -4.54108 0.14697 -2.36303  -0.552
C -3.11389 -2.31253 8.41548  -0.011
C 3.46536 -4.94584 -2.38139  -0.009
C -3.91735 -1.48926 5.04573  -0.561
C -2.81290 -1.98888 6.96177  -0.307
C 5.08568 -3.59717 -3.85734  -0.091
C -6.64337 0.49771 -3.13929  -0.309
C -2.64286 -0.52031 6.63100  -0.093
C 3.80000 -3.62660 -3.05643  -0.306
C 4.66321 -0.79129 0.84072  -0.018
C 7.79421 0.43775 2.01594  -0.571
C 2.06669 3.65358 -0.11757  -0.288
C -2.51183 4.02118 -3.17368  -0.107
C -0.83255 -0.42847 -0.19353  -0.062
C -2.15936 -0.60532 1.79215  -0.078
C 5.97085 1.39451 1.10454  -0.090
C -7.48479 1.62114 -3.72141  -0.011
C -1.15094 2.09543 -3.14817  -0.296
C -1.19660 0.09822 2.49841  -0.081
H 5.86951 -4.20118 -3.39427  0.139
H -3.31235 0.11604 7.21473  0.138
H -8.20841 1.23772 -4.43829  0.080
H -8.04262 2.14586 -2.94524  0.082
H 2.96408 3.15926 0.26544  0.011
H 6.10489 1.32997 0.02241  0.138
H -3.09640 -1.41639 9.03644  0.082
H -2.74277 4.39312 -4.17896  0.086
H -0.68063 -0.62150 -1.25099  0.102
H 4.96316 -3.88921 -4.89683  0.140
H 5.28321 2.20233 1.34316  0.130
H 3.45715 -4.82412 -1.30006  0.091
H 1.59229 0.14156 -1.02933  0.082
H 2.34267 4.48181 -0.77073  0.033
H -2.61733 4.84263 -2.46102  0.086
H 0.43543 1.68602 -4.54320  0.108
H 2.96426 -3.27803 -3.66701  0.156
H 2.31988 1.91114 -2.88005  0.077
H -1.51670 1.66441 -2.21349  0.082
H -3.25952 3.26140 -2.92088  0.077
H 5.16436 0.19675 2.70430  0.153
H 2.48355 -5.30297 -2.68589  0.082
H -3.05371 -0.93729 2.30498  0.083
H -2.70188 -1.44672 -0.12617  0.098
H -1.95192 -2.55783 6.60489  0.156
H -6.69798 1.35125 -1.13987  0.139
H 1.42359 3.42561 -3.11180  0.077
H 4.18817 -5.72079 -2.63829  0.082
H 0.70793 1.11943 2.37742  0.106
H 5.15708 -1.71666 0.55322  0.090
H 4.35893 -0.26938 -0.06075  0.051
H 3.75533 -1.05326 1.38563  0.083
H -1.32979 0.30876 3.55205  0.086
H -6.84968 2.33895 -4.23686  0.090
H -1.61990 -0.16689 6.73372  0.140
H -6.89869 -0.45954 -3.59913  0.155
H 1.54487 4.08074 0.74119  0.023
H 2.16789 0.96272 0.47301  0.058
H 0.32269 0.57921 -3.15256  0.094
H -4.09476 -2.77551 8.50281  0.091
H -1.82392 1.74964 -3.94387  0.119
H -7.44620 -0.26261 -1.24486  0.140
H -2.37884 -3.00400 8.82293  0.081

Cartesian forces (eV/Å) of the 3 atoms listed first:
-0.6 0.5 0.1
0.0 -0.1 -0.1
0.0 0.0 0.0